DFT (the ωB97M-V functional and the def2-TZVPD basis) results for a cluster of 7 separate species, C42H84ClN10 in total at a distorted geometry.

Last column: Mulliken charge in e.
Positions of all 137 atoms, in Å:
C -12.96897 15.58906 1.56188  -1.209
C -14.03569 14.87381 0.77580  -0.646
C -13.54808 14.24125 -0.55529  -0.612
C -12.36614 13.13667 -0.32942  -0.899
N -12.15876 12.22938 -1.59789  0.879
C -11.44115 10.91391 -1.14819  -1.198
C -12.48775 9.77002 -1.35345  1.754
C -13.43231 10.25182 -2.54228  -0.509
C -13.50599 11.74631 -2.28043  -0.952
C -11.30250 13.03333 -2.62425  -0.971
H -12.74211 16.63012 1.33199  0.360
H -11.93745 15.23906 1.52198  0.297
H -13.28651 15.60855 2.60441  0.346
H -14.96373 15.40777 0.57155  0.454
H -14.44491 14.02219 1.31929  0.304
H -13.07394 14.93723 -1.24731  0.444
H -14.47014 13.97359 -1.07130  0.485
H -12.48159 12.36801 0.43474  0.310
H -11.33553 13.46290 -0.18974  0.462
H -10.74900 10.60112 -1.92997  0.107
H -10.96462 10.85582 -0.16959  0.323
H -12.06251 8.79407 -1.58751  -1.314
H -13.03934 9.81132 -0.41422  0.315
H -12.88867 9.96816 -3.44344  0.403
H -14.39637 9.74587 -2.49003  0.332
H -13.64705 12.30227 -3.20731  0.341
H -14.37001 11.93150 -1.64226  0.315
H -10.31808 13.29616 -2.23703  0.348
H -11.75803 14.02314 -2.59468  0.338
H -11.33261 12.43990 -3.53804  0.404
C -8.68432 3.48197 0.98059  -1.023
C -8.38706 4.77922 1.83093  -0.651
C -8.06854 6.05734 1.04852  1.103
C -7.53022 7.18107 2.03133  -1.566
N -7.42569 8.62055 1.44766  0.828
C -6.24061 8.69258 0.37914  -0.148
C -5.73889 10.18041 0.52583  -0.846
C -5.91585 10.42116 2.05834  -0.859
C -7.16528 9.66834 2.52190  -0.309
C -8.70846 8.90851 0.66779  -1.297
H -8.01001 3.45168 0.12473  0.422
H -9.58720 3.44327 0.37117  -0.208
H -8.57209 2.53442 1.50753  0.486
H -7.55723 4.58934 2.51169  0.513
H -9.26393 4.99451 2.44153  0.283
H -9.01365 6.25227 0.54171  -0.610
H -7.35345 5.85529 0.25108  0.321
H -6.58209 6.82093 2.43063  0.454
H -8.18075 7.22376 2.90488  0.484
H -6.50750 8.62234 -0.67534  -0.119
H -5.53783 7.91163 0.66951  0.566
H -6.16797 10.86065 -0.20987  0.320
H -4.71931 10.25369 0.14746  0.518
H -6.14576 11.48262 2.15071  0.381
H -4.98176 10.36771 2.61757  0.362
H -7.98782 10.37884 2.60388  0.202
H -7.06927 9.14317 3.47221  0.429
H -8.95812 8.27470 -0.18312  -0.307
H -8.56806 9.91066 0.26270  0.959
H -9.49731 8.94840 1.41894  0.307
C -18.65504 7.70707 -3.75221  -0.994
C -18.11295 6.36948 -3.22358  -0.670
N -16.63754 6.30578 -3.03874  0.196
C -15.90527 6.74212 -1.91934  -1.143
C -14.55964 6.86787 -2.36342  -0.187
N -14.42248 6.44200 -3.65885  0.392
C -15.68855 6.01149 -4.05936  -0.323
C -13.23211 6.39268 -4.43014  -0.627
H -18.23987 8.48645 -3.11322  0.286
H -19.73307 7.82351 -3.86347  0.399
H -18.40744 7.92241 -4.79165  0.334
H -18.40202 5.52607 -3.85064  0.380
H -18.67998 6.06221 -2.34485  0.383
H -16.37824 6.98336 -0.97886  0.519
H -13.77253 7.30852 -1.76953  0.747
H -15.97251 5.65534 -5.03860  0.485
H -12.40455 6.83424 -3.87493  0.029
H -13.34425 6.96963 -5.34811  0.396
H -13.09531 5.35196 -4.72390  0.378
C -9.74978 4.15754 -3.10151  -0.830
C -9.05120 5.12292 -2.08551  -0.213
N -8.68627 6.41915 -2.62905  0.862
C -9.56050 7.45362 -2.95823  0.056
C -8.75508 8.49186 -3.47524  -1.093
N -7.48689 8.01222 -3.73169  0.190
C -7.48082 6.70855 -3.21978  -0.447
C -6.38060 8.60976 -4.25695  -0.798
H -10.27695 3.43294 -2.48091  0.104
H -9.17933 3.64974 -3.87921  0.439
H -10.47570 4.71006 -3.69807  0.214
H -8.12846 4.55628 -1.96074  0.300
H -9.73165 5.12927 -1.23401  -0.325
H -10.62871 7.44906 -2.79917  0.282
H -9.04644 9.47513 -3.81390  0.626
H -6.74109 5.93923 -3.38519  0.489
H -5.61423 8.52918 -3.48606  0.362
H -6.59784 9.66403 -4.42851  0.355
H -6.13355 8.25851 -5.25879  0.345
C -13.64705 2.58430 1.75442  -1.214
C -12.34436 2.94521 0.94913  0.045
N -12.50611 2.51559 -0.38572  0.478
C -12.94210 3.26624 -1.46604  -0.501
C -12.75463 2.50169 -2.60293  -1.038
N -12.05452 1.34334 -2.19323  0.188
C -12.02134 1.32175 -0.86691  -0.208
C -11.40389 0.39503 -3.20246  -0.759
H -13.73456 3.45491 2.40441  0.309
H -13.66954 1.67283 2.35176  0.382
H -14.51790 2.43056 1.11717  0.351
H -11.45648 2.51803 1.41526  0.454
H -12.16405 4.01126 1.08741  -0.297
H -13.28660 4.27292 -1.28077  0.878
H -12.71313 2.71865 -3.66009  0.479
H -11.41040 0.71560 -0.21442  0.439
H -10.66464 0.93919 -3.79027  0.311
H -12.14724 -0.08315 -3.84033  0.355
H -10.76859 -0.42216 -2.86088  0.362
C -10.61949 9.14440 4.81221  -1.015
C -11.62440 9.83066 3.84185  0.066
N -12.85627 9.16929 3.98753  0.336
C -13.72821 9.34453 5.09405  -0.538
C -14.71811 8.33915 5.04554  -0.302
N -14.56997 7.69605 3.84378  0.222
C -13.43987 8.19186 3.22596  -0.107
C -15.44462 6.63499 3.39232  -0.806
H -9.76840 9.82516 4.83000  0.373
H -10.15403 8.25371 4.39016  0.220
H -10.87315 9.00188 5.86266  0.404
H -11.29666 9.84875 2.80244  -0.307
H -11.73965 10.86949 4.15111  0.363
H -13.40572 9.97504 5.90943  0.468
H -15.54011 7.96565 5.63816  0.492
H -13.05207 7.70215 2.34493  0.256
H -15.40612 6.53356 2.30773  0.179
H -16.44488 6.98685 3.64488  0.398
H -15.05823 5.67188 3.72582  0.372
Cl -11.82752 6.67492 0.22616  0.009

Summary:
- Frontier orbital gap (spin up / spin down): 0.32297 / 0.11603 hartree
- Total charge: +6
- HOMO level (spin up / spin down): -21.935 / -21.935 eV
- Multiplicity: 2
- <S²>: 0.753

DFT (the ωB97M-V functional and the def2-TZVPD basis) results for a cluster of 12 separate species, C42H90O21S12 in total at a distorted geometry.

Last column: Mulliken charge in e.
Positions of all 165 atoms, in Å:
C -10.21959 -11.47059 -14.98786  -0.099
C -8.93403 -12.25625 -15.28584  0.741
C -8.14196 -11.77158 -16.48097  -0.432
S -8.58206 -10.01832 -16.58941  1.250
O -9.25683 -9.73668 -17.84232  -0.619
O -7.46652 -9.14139 -16.30082  -0.771
C -9.80237 -9.99600 -15.20775  -0.895
H -10.60966 -11.57508 -13.95286  0.286
H -11.03941 -11.69343 -15.66456  -0.089
H -9.19609 -13.34016 -15.36104  -0.691
H -8.29025 -12.14229 -14.38618  0.191
H -8.47063 -12.06705 -17.43976  -0.057
H -7.06828 -12.01761 -16.36293  0.510
H -10.61164 -9.36767 -15.63539  0.457
H -9.29650 -9.50498 -14.34773  0.386
C -8.26638 -20.97951 -18.50754  -0.687
C -7.98994 -21.84591 -19.76648  -0.802
C -6.56112 -21.45637 -20.34386  -0.877
S -6.27300 -19.78061 -19.74771  1.172
O -6.36870 -18.85894 -20.84147  -0.729
O -5.20765 -19.72403 -18.80209  -0.686
C -7.77813 -19.56830 -18.78678  2.170
H -7.78259 -21.50244 -17.67701  0.298
H -9.26522 -20.92441 -18.19124  0.206
H -8.78162 -21.72939 -20.44152  0.259
H -7.90256 -22.87360 -19.44462  0.581
H -6.65001 -21.53108 -21.40988  0.437
H -5.71859 -22.05369 -19.88239  0.318
H -8.51665 -19.10457 -19.42144  -1.354
H -7.58307 -18.83655 -17.96428  -0.412
C -14.29267 -21.12958 -20.70214  -0.418
C -12.81052 -21.51931 -21.15702  -0.897
C -11.85823 -20.86571 -20.24021  0.960
S -12.57551 -20.99460 -18.58613  0.988
O -12.52843 -19.73115 -17.89500  -0.245
O -11.91818 -22.18550 -17.99547  -0.746
C -14.24158 -21.46776 -19.17536  -1.043
H -15.13875 -21.68353 -21.13371  0.409
H -14.47962 -20.00835 -20.77833  0.092
H -12.64589 -21.29014 -22.21908  0.427
H -12.85356 -22.62392 -21.13776  0.362
H -11.82634 -19.84410 -20.54922  -0.240
H -10.86127 -21.27999 -20.07480  -0.549
H -14.91364 -20.91351 -18.60396  0.508
H -14.39450 -22.53067 -18.94280  0.359
C -14.27224 -15.85461 -14.90133  -0.363
C -13.83543 -16.74607 -13.67390  -0.624
C -12.90000 -15.99619 -12.74359  0.072
S -13.25104 -14.30991 -13.08218  1.041
O -12.05945 -13.51480 -12.79838  -0.586
O -14.45100 -14.03464 -12.35984  -0.760
C -13.45202 -14.55131 -14.78241  0.059
H -15.30183 -15.66851 -14.93835  0.561
H -14.03883 -16.32468 -15.88434  0.029
H -13.28487 -17.59477 -14.06643  -0.021
H -14.72518 -17.15637 -13.16847  0.300
H -11.82114 -16.19092 -12.80891  -0.525
H -13.16402 -16.11443 -11.69748  0.724
H -12.43368 -14.63342 -15.16661  -0.649
H -13.86780 -13.68916 -15.27326  0.660
C -3.59237 -18.41259 -13.75117  -0.963
C -3.59543 -19.21954 -15.03900  -0.583
C -5.02962 -19.72580 -15.21034  -0.529
S -6.08054 -18.56434 -14.53247  1.261
O -6.81185 -19.21750 -13.43184  -0.779
O -6.91609 -17.86102 -15.47469  -0.053
C -4.77823 -17.49232 -13.83651  -0.178
H -2.70130 -17.80116 -13.62628  0.413
H -3.70313 -19.08398 -12.93979  0.389
H -2.89065 -20.12041 -14.90005  0.355
H -3.29495 -18.63777 -15.92221  0.199
H -5.29468 -20.65957 -14.73723  0.499
H -5.23975 -19.89098 -16.26950  -0.117
H -5.08323 -17.19102 -12.84992  0.392
H -4.62803 -16.62106 -14.48701  0.054
C -6.51809 -14.40395 -17.59662  -0.076
C -6.46966 -15.67016 -18.55941  0.845
C -4.96557 -16.09876 -18.50299  -0.687
S -4.18165 -15.17137 -17.12884  1.098
O -3.46938 -14.01912 -17.67377  -0.787
O -3.47092 -16.12139 -16.33951  -0.626
C -5.73695 -14.66032 -16.38837  0.313
H -7.60109 -14.18382 -17.35952  -1.019
H -6.14819 -13.56146 -18.12273  0.944
H -6.68942 -15.34174 -19.62994  0.269
H -7.18546 -16.42996 -18.22443  -1.013
H -4.41505 -15.65450 -19.38040  0.486
H -4.80897 -17.16607 -18.33943  0.194
H -5.69825 -13.73442 -15.70952  0.624
H -6.11364 -15.48267 -15.72358  -0.455
C -17.17166 -13.97002 -20.68378  -0.700
C -15.77474 -13.28919 -20.90492  -0.808
C -14.78721 -14.38742 -20.60480  0.617
S -15.34586 -15.14862 -19.08372  1.227
O -14.63553 -14.61420 -17.92334  -0.568
O -15.46180 -16.56950 -19.28140  -0.768
C -16.98586 -14.46358 -19.20884  -0.931
H -17.44042 -14.80333 -21.35095  0.290
H -18.05946 -13.26877 -20.69905  0.343
H -15.56690 -12.46281 -20.18977  0.301
H -15.56935 -12.78016 -21.88695  0.331
H -13.80441 -14.01475 -20.46501  -0.622
H -14.89592 -15.14357 -21.33911  0.306
H -17.19730 -13.63219 -18.56501  0.373
H -17.66880 -15.24434 -18.93823  0.505
C -11.94236 -15.82635 -22.25429  -1.095
C -10.51885 -15.10945 -22.40663  -0.574
C -9.45687 -15.86594 -21.62143  -0.319
S -10.33128 -17.23539 -20.86150  0.802
O -9.82373 -17.38232 -19.44977  -0.113
O -10.46461 -18.39553 -21.67712  -0.837
C -11.98504 -16.45670 -20.89975  -0.085
H -12.00636 -16.55659 -23.05588  0.497
H -12.74905 -15.14372 -22.46009  0.427
H -10.63565 -14.15712 -21.79755  -0.034
H -10.27874 -14.98490 -23.43701  0.495
H -9.10026 -15.30343 -20.77114  -0.192
H -8.61058 -16.24581 -22.19152  0.656
H -11.95902 -15.63831 -20.15141  -0.266
H -12.79637 -17.15736 -20.67734  0.677
C -9.21730 -15.56364 -10.78715  -0.803
C -9.02540 -14.05699 -10.82942  -0.159
C -7.47345 -13.88743 -11.06454  -1.038
S -7.05119 -15.14044 -12.23267  1.107
O -5.82548 -15.78173 -11.81242  -0.919
O -7.18066 -14.53233 -13.58660  -0.377
C -8.49819 -16.13695 -11.96909  0.616
H -10.25765 -15.76261 -10.67980  0.423
H -8.66508 -15.90815 -9.86618  0.352
H -9.32135 -13.45843 -9.91574  0.391
H -9.47142 -13.68643 -11.70580  -0.070
H -6.94709 -14.08275 -10.12224  0.318
H -7.12984 -13.02438 -11.60813  0.498
H -8.20234 -17.20171 -12.01630  -0.015
H -9.04579 -16.04589 -12.93080  -0.427
C -10.58005 -10.65382 -20.74775  -0.671
S -12.28083 -11.27554 -20.44465  0.229
O -12.25975 -12.63023 -21.17398  -0.507
C -12.17664 -11.69015 -18.67295  -0.648
H -10.54904 -9.58145 -20.78910  0.446
H -10.38674 -11.10948 -21.75445  0.328
H -9.89120 -11.09637 -19.97646  -0.038
H -11.62045 -10.95907 -18.07376  0.341
H -11.50688 -12.59112 -18.62013  -0.152
H -13.09503 -11.97933 -18.36294  0.609
C -10.92482 -20.61951 -14.58898  -1.110
S -9.71787 -19.33558 -14.08375  1.061
O -10.45943 -18.09518 -13.73210  -0.679
C -9.34610 -20.10568 -12.50335  -1.578
H -11.83501 -20.06925 -14.67298  0.205
H -10.86254 -21.41611 -13.86040  0.556
H -10.68043 -20.97081 -15.61638  0.185
H -10.25599 -19.88728 -11.89077  0.254
H -8.46001 -19.77810 -12.03925  0.462
H -9.07679 -21.09216 -12.94045  0.534
C -9.26230 -16.33163 -16.37244  2.679
S -10.46272 -15.04736 -16.71573  0.629
O -9.87135 -14.14986 -17.76851  -0.464
C -11.76519 -16.05169 -17.41815  1.206
H -9.56836 -16.98946 -15.57404  -0.584
H -8.41638 -15.63017 -16.12925  -1.113
H -9.10525 -16.84335 -17.29838  -0.970
H -12.69846 -15.48156 -17.34819  -0.326
H -11.88153 -16.89694 -16.73799  0.243
H -11.45299 -16.48830 -18.37087  -1.378

Summary:
- Frontier orbital gap: 0.32571 hartree
- HOMO level: -8.742 eV
- Multiplicity: 1